Entry from OMol25: a molecular structure, C40H45N6O3PtS2Te at a distorted geometry (ωB97M-V with the def2-TZVPD basis set).

Structure (ORCA input):
```
! RIJCOSX wB97M-V def2-TZVPD def2/J DEFGRID3
* xyz 0 6
C 1.7432 -2.6809 -3.5418
H 6.2416 5.1385 -3.8001
H 6.2228 3.8374 -5.0333
H -1.9389 6.3131 -1.3675
N -0.3394 0.0827 0.7703
H -2.9421 -1.2205 7.8155
H 1.4072 3.8821 -4.3663
C 1.9991 -1.6773 -2.5685
C 3.2710 -1.9033 -1.7619
C 3.0151 2.0637 -1.9776
H 3.9166 -0.9756 -1.7788
O -1.5281 4.4775 -0.6919
H 1.2448 -3.3707 -6.5048
H 3.7539 3.8703 -4.7398
H 0.6652 3.2382 -2.9189
C -1.8932 5.8305 -0.3937
H -2.1801 3.8554 -0.3270
C 2.7788 2.8666 -3.1262
H -0.5924 5.8586 1.3316
C -3.6869 -4.8732 0.7390
C -2.6082 -0.1834 5.9505
C -0.0239 -0.5479 -3.3125
C 4.2974 2.0925 -1.3269
Te 1.3592 1.1293 -1.0596
H 1.2346 -4.2195 5.0006
H -4.4410 -0.7236 6.8620
C -0.0979 -3.0291 3.8580
O 1.8700 -0.0964 0.6265
H 2.4064 -3.5206 -3.5788
H -6.2658 2.3378 -0.0098
C -3.3872 -3.4839 0.6415
C 0.5921 -3.5664 -5.6524
C -2.7072 -5.7797 0.4402
C -1.1280 0.4542 -3.0971
C 5.3532 2.6417 -2.0100
N -5.1045 -0.4106 1.2137
C -2.3061 0.9248 4.0058
C 5.1726 3.3444 -3.2431
H -5.2547 -2.7999 1.5268
H -1.5387 0.3726 -2.1010
H -4.6996 -5.1779 1.0744
H 1.1031 2.1265 -4.2735
C 2.2964 -2.7581 3.8513
C -0.2052 -2.0240 2.9039
H 3.6128 1.5799 0.6636
H 3.1100 -1.2099 2.5436
N -3.0160 0.0471 4.6980
H -0.9866 -3.5722 4.1614
H 7.2604 3.6971 -3.5467
C -1.4557 0.4303 6.4873
H 5.3341 2.1150 0.5718
H -0.6566 -6.0766 -0.3038
C 0.9255 -1.3969 2.3678
C 1.3993 3.0341 -3.7080
H -0.9170 -1.3728 -5.0280
C -4.2692 -2.5025 1.1230
O -1.9250 -1.8116 -0.2590
C 0.7382 -0.4150 1.2405
N -1.2437 1.6210 4.4426
H -6.8743 1.2979 1.2599
H -1.9322 0.2080 -3.8185
H 4.9171 0.5222 0.0648
H -1.1659 -1.7739 2.4500
H -0.4661 -3.5445 -5.9585
C -5.1365 0.6848 0.4250
N -4.0366 -1.1837 1.0559
H 3.2744 -3.1147 4.2025
C -1.4925 -5.3480 -0.1133
C 3.9158 3.4124 -3.7893
H -0.8289 1.4599 -3.3127
H -3.4419 -2.1392 6.4013
H 3.7382 -2.7659 -2.2496
H 6.3260 2.6225 -1.5922
C -3.3920 -1.1135 6.8121
C -0.8231 6.4959 0.4631
C 1.1054 -0.5750 -2.4479
C 1.1613 -3.3708 4.3200
C -0.1357 -1.4957 -4.3283
C 4.5279 1.5697 0.0689
H -2.9440 -6.8284 0.5032
H 0.1382 6.6581 -0.0586
H -0.3625 -3.7289 -0.9732
C -1.2582 -4.0415 -0.4056
S -2.6867 1.4710 2.3512
H 2.9981 -2.1345 -0.7200
H 0.2133 1.6313 5.8932
H -1.1603 7.5171 0.8206
H -2.8207 5.9007 0.1081
H -1.0912 0.1783 7.4879
Pt -2.2259 -0.2615 0.9960
S -3.9002 1.0653 -0.6936
C -2.1986 -3.0391 -0.0273
H 0.7897 -4.6140 -5.3131
N -6.1840 1.5061 0.5702
C 2.1848 -1.7341 2.8900
C -0.7682 1.2566 5.6250
C 0.7468 -2.5699 -4.5107
C 6.3034 4.0365 -3.9592
*
```

Results
Energy above the lowest of the compared OMol25 structures with the same formula, charge and spin ... 0.572 eV
Max |F| ... 3.89 eV/Å
Gap between HOMO and LUMO (alpha / beta) ... 5.49 / 5.09 eV
⟨S²⟩ ... 8.80

***

Entry from OMol25: C12H17NO3S in the gas phase (ωB97M-V with the def2-TZVPD basis set).

Structure (ORCA input):
```
! RIJCOSX wB97M-V def2-TZVPD def2/J DEFGRID3
* xyz 0 1
C 0.6961 -1.1152 -1.2221
C 0.5699 -0.8402 -2.5802
H -1.4895 1.0947 -1.7359
C -2.3322 -0.0081 1.1562
H -2.6776 3.0254 -0.2088
O 2.4018 0.2565 1.8801
O -1.8395 -0.1463 -0.1692
H -2.2115 1.8763 2.2761
H 0.7031 -2.7979 -3.4208
C 1.4379 1.1385 -0.8029
C 1.3208 1.4198 -2.1533
C 1.1187 -0.1298 -0.3595
H -0.9348 -2.1747 -3.2766
H -1.0605 2.4469 0.2373
H -3.2113 0.9143 -1.2922
C -2.1863 1.0085 -0.9025
C -2.6578 1.4894 1.3620
H 0.4712 -2.0912 -0.8234
C -1.2981 -0.5580 2.1502
H 1.7942 1.8709 -0.0955
H -1.7378 -0.5363 3.1546
C -2.1030 2.1560 0.1013
H 0.7964 0.6664 -4.0820
H -0.0720 1.1377 2.1529
H 1.5680 2.4028 -2.5262
H -3.2455 -0.6143 1.2629
H -1.0565 -1.5913 1.8961
C 0.0917 -1.9030 -3.5191
O 1.2477 -1.9145 1.5779
N -0.0395 0.1328 2.1683
H -3.7366 1.6323 1.4228
H 0.1288 -1.5627 -4.5507
C 0.8865 0.4367 -3.0296
S 1.2854 -0.4961 1.3848
*
```

Results
Energy above the lowest of the compared OMol25 structures with the same formula, charge and spin ... 0.024 eV
SMILES string ... Cc1cccc(S(=O)(=O)NC[C@H]2CCCO2)c1
Max |F| ... 0.90 eV/Å
Gap between HOMO and LUMO ... 10.02 eV

***

Entry from OMol25: C3H10N4O in the gas phase at a distorted geometry (ωB97M-V with the def2-TZVPD basis set).

Structure (ORCA input):
```
! RIJCOSX wB97M-V def2-TZVPD def2/J DEFGRID3
* xyz 0 1
C 0.1575 -1.8504 -0.2586
N -0.7209 0.3461 -0.7782
H -0.1749 1.9625 0.2117
H -0.6137 1.6507 -2.5027
N 0.2257 -0.4161 -0.0145
H -1.4856 -0.2999 -1.0870
O 0.6111 2.0651 0.6770
H 0.2308 0.0734 -2.6558
H 0.3127 -2.1177 -1.3433
H -0.7743 -2.2644 0.0591
H -0.3376 -0.7247 3.1688
N 0.6090 1.1966 1.7757
H 0.0935 1.6793 2.5041
H 0.9440 1.2544 -1.6227
C 0.1687 -0.1094 1.3915
N -0.2405 -0.9879 2.2083
C -0.0098 0.8771 -1.9775
H 1.0045 -2.3349 0.2442
*
```

Results
Energy above the lowest of the compared OMol25 structures with the same formula, charge and spin ... 4.441 eV
SMILES string ... [H]/N=C(\NO)N(C)NC
Max |F| ... 3.87 eV/Å
Gap between HOMO and LUMO ... 10.08 eV

***

Entry from OMol25: a gas-phase ion, C6H12N3 (charge +1) at a distorted geometry (ωB97M-V with the def2-TZVPD basis set).

Structure (ORCA input):
```
! RIJCOSX wB97M-V def2-TZVPD def2/J DEFGRID3
* xyz 1 3
H 1.3739 -1.8386 1.2628
C 2.2215 0.3702 -0.5711
H 1.0289 2.3193 -0.5377
N -1.4752 -1.1494 0.4303
N 0.1312 1.9227 -0.3344
H -2.8859 1.5736 -0.5066
H 1.9864 1.0285 -1.3743
H -3.3165 0.6537 0.8436
C -0.0045 0.6094 -0.1153
C -2.4661 0.9967 0.3445
H -0.5674 -2.9849 0.9709
C 0.9991 -1.5966 0.2991
C -0.5009 -2.1890 0.1955
C -1.3769 0.0515 0.1179
H 2.9364 -0.3895 -0.8909
H -2.1079 1.9003 0.9383
H -0.6235 2.5719 -0.2022
H -0.8803 -2.5701 -0.7207
N 1.0289 -0.1894 -0.0240
H 1.7624 -2.0759 -0.2617
H 2.7364 0.9859 0.1361
*
```

Results
Energy above the lowest of the compared OMol25 structures with the same formula, charge and spin ... 0.000 eV
Max |F| ... 5.56 eV/Å
Gap between HOMO and LUMO (alpha / beta) ... 8.14 / 7.10 eV
⟨S²⟩ ... 2.01

***

Entry from OMol25: 17 unconnected molecules or ions with the total composition C60H81Br2F8N19O4S at a distorted geometry (ωB97M-V with the def2-TZVPD basis set).

Structure (ORCA input):
```
! RIJCOSX wB97M-V def2-TZVPD def2/J DEFGRID3
* xyz 0 1
C 6.4291 -12.3807 -2.4628
H -8.3766 -3.9601 1.3862
C -4.4538 -5.0601 2.5550
C 10.2575 12.8977 4.9121
C 6.5683 9.8009 -4.8884
H -5.8204 9.4158 -2.3073
N 7.4955 10.0120 -5.5373
H -11.4055 7.1516 -3.8408
H 1.1070 -6.9393 -3.1139
F -5.0464 0.0386 -2.1299
H 9.9845 13.6608 -1.5982
H 11.6488 13.9254 6.0924
H 5.7010 9.1884 -3.0826
H -2.7592 -4.4055 5.3963
H -3.6624 -4.5481 0.6125
C 3.6357 -2.1555 -0.6214
C 10.7558 10.4974 -4.7947
H -7.9406 2.0727 1.0035
F -7.3180 -2.3641 0.2539
C 0.2313 -7.7404 4.1182
C -2.7713 5.8014 -0.4373
H -2.7845 -3.0246 2.0870
H 5.1944 -1.8054 0.7954
N 12.1999 10.2751 -2.6293
H 0.0861 0.2730 -1.2138
H -3.3336 -1.6099 -0.7913
C 4.4778 -8.2852 1.1594
C -3.0016 -4.0289 4.4089
N -7.2967 -4.8963 4.1889
C 11.4720 13.6959 5.0439
S -5.5855 -5.8224 0.1178
N 4.4903 -9.0301 0.2822
H 3.2812 -4.1976 -0.8065
N -0.8361 -8.1408 3.9563
Br 1.0703 -0.0639 1.4209
C 9.0989 12.2587 1.5408
C -3.1357 4.4284 -0.1031
C -4.0805 0.2972 -1.2147
N 6.4431 -13.1266 -3.3394
H 10.4142 -14.1458 -2.0168
C 10.8189 13.8261 -2.2753
C -10.3361 -0.9111 2.4035
N 9.1121 -13.8354 0.8373
H 11.2443 11.1632 -5.5023
H 4.5149 -2.3962 -1.2015
H 2.4452 -3.1938 -1.9827
N 1.8718 9.0974 -4.2643
H 5.6911 -10.6460 -1.5398
C 2.6747 -3.3069 -0.9342
H -2.9885 4.2555 0.9610
C 9.3188 -14.2145 -0.2299
H -5.4613 -10.3509 -1.3849
H -9.2642 3.1008 0.4282
C 9.5754 -14.6898 -1.5880
H -4.1806 4.2548 -0.3511
H 0.0604 8.2719 -1.8179
C -10.5056 6.7153 -5.6830
C -2.9767 -0.7413 -1.3527
H 12.3214 13.1412 4.6510
H 2.3091 -7.9742 4.0624
H -0.8494 7.8518 -3.2767
H 3.7379 -6.5496 2.0764
C -0.5162 -6.8647 -0.2154
H -10.2584 -1.1448 3.4633
H -10.6860 5.5363 -3.9595
H -1.1863 -7.4047 0.4295
O -1.8121 -0.2887 -0.7341
C -0.6326 -0.4718 -1.5154
Br 3.1338 -0.4391 -1.4572
H -0.9012 -3.5455 4.3523
H 9.3096 12.0557 2.5903
H -2.5174 3.7327 -0.6655
H -3.4923 -6.0866 4.1296
H 11.2769 14.7845 -2.0414
H -6.1358 -1.9084 -1.2566
C -6.1495 -1.8471 -0.1707
H -5.6017 8.7589 -0.6753
C 4.1264 -2.0037 0.8137
H -2.8666 -0.9916 -2.4054
C -0.0586 -7.3339 -1.4221
N -7.9587 7.1203 -1.9732
H 4.1929 -7.8570 3.1876
C -11.0774 -1.9662 1.7159
H 1.7130 -6.9359 5.3659
H -7.6365 3.7744 0.6176
H 4.8011 10.4399 -3.9592
C -8.6716 3.4387 2.4105
C 1.5783 -7.2156 4.3228
C -4.7403 0.3184 0.1983
C 0.7863 -6.5584 -2.1543
H 9.7075 11.6079 0.9142
C -1.1381 -1.6787 1.9385
C 11.5690 10.3736 -3.5884
C 0.9419 8.8861 -3.6196
F -3.9542 -0.2032 1.1386
C 0.2001 -1.8148 1.2098
C 10.3484 13.8239 -3.6577
H -0.3964 -5.2663 1.1180
H 0.6801 -1.9666 -2.1986
N 1.2684 -5.3633 -1.8141
H -10.8527 0.0393 2.2862
H 8.0472 12.0643 1.3416
C -0.1360 -1.9003 -1.4898
H 11.3624 14.6242 4.4867
N -2.5029 6.8896 -0.7005
H -3.4379 -6.2675 1.0255
O 0.9549 -2.7133 2.0485
F -5.1716 -2.5396 0.4178
N 9.9906 13.8230 -4.7524
H -0.8671 -0.2290 -2.5559
H -9.3350 -0.8300 1.9825
H -0.9256 -2.5025 -1.9382
C 5.3911 9.5331 -4.0672
H -8.9327 -5.6266 1.5963
O 2.1869 -4.5685 1.9520
C 0.8375 -4.9522 -0.6261
N -3.9367 -7.5964 -1.0059
C 1.3854 -3.5743 -0.1423
C -4.0933 -5.4082 1.1087
H -1.8778 -1.1393 1.3684
F -6.4315 -0.3856 1.6091
C -1.7550 -2.9958 2.4358
H 1.7305 -6.3375 3.6947
H -0.8286 9.5258 -2.6975
N 9.6695 14.7544 1.0269
H 3.6840 -1.1824 1.3580
C -5.7578 8.5017 -1.7207
C -5.1102 -9.3629 -1.1861
H 7.4014 -10.9939 -1.2285
C -0.0383 -5.6336 0.1731
H 4.7760 8.7689 -4.5360
H 10.6179 9.5221 -5.2559
H -1.2706 -3.8871 2.0546
H -9.6448 6.9579 -3.7848
H -4.9140 7.9093 -2.0685
C 0.2099 -2.5543 -0.1298
C 6.4144 -11.4356 -1.3495
H -4.7465 -4.0148 2.5481
F -7.0825 0.3164 -0.3107
C 1.5642 -3.6958 1.3813
H -2.3587 -5.5430 2.9311
C 9.4118 13.6547 1.2541
H 4.0247 -2.9427 1.3461
N -10.4564 6.8199 -6.8284
F -4.9562 1.6035 0.5437
H -5.3052 -5.6512 2.8652
C -3.2399 -5.2462 3.4919
H 8.6928 -14.5297 -2.2061
H -0.3685 -8.2988 -1.7849
C -8.8246 -4.6599 2.0837
C -6.9909 7.7338 -1.8617
H -0.6413 -3.2225 0.0134
H -3.9081 -3.4335 4.4471
C -6.1226 -0.3786 0.2919
H 5.4494 -6.8996 2.3943
N 9.2950 12.2738 4.8087
N -11.6511 -2.8062 1.1768
H -1.9651 -2.1170 4.3536
C -10.5636 6.5828 -4.2299
C 4.4621 -7.3405 2.2717
H -9.8072 -4.2960 2.3723
N -3.9428 -8.9264 -1.4056
N -8.9175 3.7196 3.4993
C -1.8294 -3.1239 3.9737
H -0.9376 -1.0690 2.8105
C -8.3591 3.0742 1.0317
H 6.1415 -11.9510 -0.4315
H 9.7826 10.9077 -4.5413
F -3.6258 1.5250 -1.4671
H 11.5536 13.0337 -2.1381
C -7.9738 -4.7925 3.2631
H 9.8110 -15.7516 -1.5669
O -5.9198 -8.4264 -0.6255
C -5.1082 -7.3664 -0.5530
C -0.2394 8.6179 -2.8041
*
```

Results
Max |F| ... 2.12 eV/Å
Gap between HOMO and LUMO ... 9.24 eV

***

Entry from OMol25: CH4N2O2 in the gas phase at a distorted geometry (ωB97M-V with the def2-TZVPD basis set).

Structure (ORCA input):
```
! RIJCOSX wB97M-V def2-TZVPD def2/J DEFGRID3
* xyz 0 1
C 0.9520 0.3179 -0.0386
N -2.3601 -0.2230 0.2302
H -2.6405 0.6066 0.7849
O 1.9706 -0.5586 -0.4038
O 0.0147 -0.1800 0.8062
N -1.2816 -0.3369 -0.2215
H 1.5816 -1.4314 -0.5565
H 1.4248 1.2177 0.3753
H 0.3385 0.5877 -0.9762
*
```

Results
Energy above the lowest of the compared OMol25 structures with the same formula, charge and spin ... 3.841 eV
SMILES string ... [H]/N=N\OCO
Max |F| ... 2.73 eV/Å
Gap between HOMO and LUMO (alpha / beta) ... 8.81 / 8.81 eV

***

max |F| of number 1 (C40H45N6O3PtS2Te)?
3.89 eV/Å